The following is a DFT calculation (ωB97M-V/def2-TZVPD) of a cluster of 2 separate species, C6H17N2 in total.

For the max |F|, the calculation gives 1.28 eV Å⁻¹. The calculation puts the relative energy (zero: lowest compared OMol25 entry of this formula, charge and spin) at 0.429 eV. The value obtained for the highest occupied orbital energy (alpha / beta) is -9.13 / -9.12 eV. The expectation value of S² is 0.75. As for the LUMO energy (alpha / beta): 1.0 / -0.3 eV. As for the multiplicity: 2. As for the total charge: 0.

CARTESIAN COORDINATES (ANGSTROEM)
N1 1.13 -3.68 0.14
C1 1.25 -2.21 0.02
C2 1.76 -1.63 1.31
N2 -0.29 0.55 0.06
C3 -1.24 0.52 -1.01
C4 -0.81 1.40 -2.21
C5 -0.72 1.37 1.15
C6 -0.70 2.89 0.91
H1 1.04 -1.69 2.13
H2 1.09 -4.04 -0.82
H3 0.20 -3.93 0.48
H4 0.37 -1.69 -0.33
H5 2.07 -2.08 -0.69
H6 2.04 -0.58 1.16
H7 2.66 -2.19 1.55
H8 -2.26 0.77 -0.70
H9 -1.31 -0.48 -1.45
H10 0.26 1.26 -2.37
H11 -1.27 0.97 -3.10
H12 -1.02 2.46 -2.16
H13 -0.27 1.09 2.10
H14 -1.79 1.18 1.33
H15 -1.20 3.06 -0.03
H16 0.30 3.31 0.88
H17 -1.31 3.38 1.67